--- A ---
ORCA calculation (wB97M-V/def2-TZVPD) on a 2-piece molecular cluster, C14H16 overall.

**Orbital gap**: 9.88 eV
**Lowest unoccupied orbital energy**: 0.89 eV
**Structure (SMILES)**: Cc1ccccc1.Cc1ccccc1
**HOMO**: -9.0 eV
**Charge**: 0

Cartesian coordinates (Å):
C (0.99846, -1.62365, -4.65691)
C (0.44032, -0.39249, -3.98192)
C (0.57346, -0.15806, -2.63799)
C (0.05039, 1.02872, -2.09558)
C (-0.66285, 1.91039, -2.86347)
C (-0.86093, 1.61831, -4.22286)
C (-0.34286, 0.47834, -4.77513)
H (0.26122, -2.42940, -4.67880)
H (1.88041, -2.03926, -4.18123)
H (1.28127, -1.39219, -5.68405)
H (0.97258, -0.88951, -1.94530)
H (0.21538, 1.17816, -1.03639)
H (-1.05914, 2.80794, -2.41794)
H (-1.50279, 2.27452, -4.78945)
H (-0.58399, 0.15482, -5.77525)
C (-0.48705, -2.32493, 4.02517)
C (-0.24642, -0.83834, 3.84136)
C (0.88252, -0.25428, 4.40695)
C (1.11350, 1.10661, 4.24320)
C (0.31726, 1.80828, 3.35035)
C (-0.80377, 1.22833, 2.77168)
C (-1.07407, -0.11590, 2.98575)
H (0.41667, -2.92675, 3.97918)
H (-1.16086, -2.70654, 3.25661)
H (-0.99928, -2.48934, 4.97078)
H (1.51677, -0.84328, 5.06295)
H (1.73626, 1.67123, 4.92133)
H (0.51199, 2.85799, 3.16988)
H (-1.38272, 1.85987, 2.10198)
H (-2.00171, -0.55961, 2.65509)

***

--- B ---
ORCA calculation (wB97M-V/def2-TZVPD) on a 2-piece molecular cluster, C14H16 overall.

**Orbital gap**: 9.88 eV
**Lowest unoccupied orbital energy**: 0.95 eV
**Structure (SMILES)**: Cc1ccccc1.Cc1ccccc1
**HOMO**: -8.9 eV
**Charge**: 0

Cartesian coordinates (Å):
C (-1.59759, 4.64527, -2.24272)
C (-1.25657, 3.71309, -1.07284)
C (-1.51777, 3.91963, 0.24382)
C (-0.82274, 3.20010, 1.15675)
C (-0.07003, 2.08569, 0.77293)
C (-0.04401, 1.77274, -0.59596)
C (-0.62693, 2.57191, -1.50811)
H (-0.78492, 5.30940, -2.55252)
H (-2.36635, 5.44396, -1.90905)
H (-1.96113, 4.07957, -3.17383)
H (-2.06967, 4.90811, 0.59382)
H (-1.05219, 3.47942, 2.14828)
H (0.42151, 1.35701, 1.41935)
H (0.29465, 0.71993, -0.81905)
H (-0.33154, 2.54087, -2.61516)
C (-0.60174, -4.84133, 1.23405)
C (0.22734, -3.68479, 0.70130)
C (0.34282, -2.50285, 1.35497)
C (1.51288, -1.68417, 1.27087)
C (2.36622, -1.89380, 0.25150)
C (2.21532, -2.96922, -0.63636)
C (1.18224, -3.89570, -0.30622)
H (-0.68003, -4.79922, 2.25869)
H (-0.11400, -5.79977, 1.06120)
H (-1.51020, -4.84875, 0.72692)
H (-0.40932, -2.29484, 2.09122)
H (1.71225, -0.93855, 2.07363)
H (3.40593, -1.40047, 0.18316)
H (2.96540, -3.36210, -1.30232)
H (1.17016, -4.83114, -0.80829)

***

Short version: B is the least stable of them.